1.
Density functional theory data (ωB97M-V with the def2-TZVPD basis set) for a molecular structure, C3H3O3Sc in a non-equilibrium geometry.

XYZ file:
```
10
Properties=species:S:1:pos:R:3:forces:R:3
O 1.429 -0.200 1.179 -1.1 0.7 0.3
O -1.714 0.002 1.362 0.9 1.0 2.8
C -1.296 0.315 0.201 -0.8 -0.1 1.0
O -1.710 -0.360 -0.786 1.9 1.0 0.0
C 0.068 -0.320 -0.852 0.6 -0.7 -3.2
H 0.212 0.302 -1.754 -0.7 0.0 0.5
C 1.288 -0.068 -0.024 -0.1 1.5 2.0
H 2.054 0.527 -0.561 0.3 -1.0 -0.5
H 0.161 -1.355 -1.216 -0.3 -0.1 0.2
Sc -0.491 1.158 2.452 -0.7 -2.3 -3.3
```
Forces are in eV/Å.

Calculated values
Frontier orbital gap (spin up / spin down), eV: 6.60 / 6.60
Total charge: +2
HOMO (spin up / spin down), eV: -18.56 / -18.56
DFT total energy, Eh: -1101.67099
E_LUMO (spin up / spin down), eV: -11.959 / -11.962
Energy relative to the best compared isomer or geometry (same formula, charge and spin), eV: 0.183

Atom charges from the Mulliken analysis, given in e for atoms 1 to 4: -0.52, -0.37, 0.26, -0.17

2.
Density functional theory data (ωB97M-V with the def2-TZVPD basis set) for a gas-phase ion, C3H3O4 (charge -1) in a non-equilibrium geometry.

XYZ file:
```
10
Properties=species:S:1:pos:R:3:forces:R:3
C -1.564 -0.336 -2.035 -1.0 0.1 1.0
C -0.772 -1.041 -0.797 0.5 -0.5 -1.5
C 0.647 -0.395 -0.698 -1.9 -0.6 0.8
O -2.513 -0.929 -2.588 1.1 0.1 0.6
O -1.114 0.818 -2.198 -0.2 -0.1 -0.4
O -0.738 -2.486 -0.809 0.2 0.7 -0.2
O -1.426 -1.709 0.221 -0.1 0.6 0.5
H 1.272 -0.954 0.014 -0.2 0.4 0.0
H 0.551 0.728 -0.563 0.5 -1.7 -0.4
H 0.862 -0.758 -1.698 1.2 0.9 -0.3
```
Forces are in eV/Å.

Calculated values
Frontier orbital gap, eV: 8.61
SMILES string: CC1(C(=O)[O-])OO1
Total charge: -1
HOMO, eV: -4.45
DFT total energy, Eh: -417.01106
E_LUMO, eV: 4.154
Energy relative to the best compared isomer or geometry (same formula, charge and spin), eV: 3.204

Atom charges from the Mulliken analysis, given in e for atoms 1 to 4: 0.36, 0.89, -0.98, -0.71

3.
Density functional theory data (ωB97M-V with the def2-TZVPD basis set) for 2 unconnected molecules or ions with the total composition C3H3O5P in a non-equilibrium geometry.

XYZ file:
```
12
Properties=species:S:1:pos:R:3:forces:R:3
C 0.422 -1.257 1.294 1.1 0.4 -0.9
C -0.622 -1.126 2.414 1.1 0.3 1.3
C -0.597 0.303 -0.897 0.3 5.7 0.8
O -0.483 -0.241 3.295 -0.2 -0.8 -1.1
O 0.390 2.910 -1.631 -0.5 1.7 1.5
O 1.346 -1.958 1.008 -0.9 0.4 0.8
O -1.445 -2.022 2.221 -1.0 -0.3 0.1
O 0.377 1.023 -3.310 -0.5 -0.2 0.3
P 0.478 1.462 -1.850 -0.3 -2.6 -2.9
H -0.507 -0.669 -0.954 0.4 -4.9 -1.0
H -1.104 0.602 0.005 -0.4 0.4 0.1
H 1.745 0.973 -1.595 0.9 -0.1 1.0
```
Forces are in eV/Å.

Calculated values
Frontier orbital gap (spin up / spin down), eV: 6.54 / 7.63
Total charge: -2
HOMO (spin up / spin down), eV: -0.17 / -1.32
DFT total energy, Eh: -833.63408
E_LUMO (spin up / spin down), eV: 6.370 / 6.308
Energy relative to the best compared isomer or geometry (same formula, charge and spin), eV: 3.350

Atom charges from the Mulliken analysis, given in e for atoms 1 to 4: 0.24, 0.60, -0.99, -0.71

4.
Density functional theory data (ωB97M-V with the def2-TZVPD basis set) for a molecular structure, C3H3O9Rb in a non-equilibrium geometry.

XYZ file:
```
16
Properties=species:S:1:pos:R:3:forces:R:3
Rb -4.202 7.188 -15.825 -0.5 0.8 0.4
O -7.706 4.505 -13.855 0.8 -1.2 -0.3
C -6.917 5.405 -14.539 -0.4 3.3 -0.3
O -7.400 6.521 -14.814 0.1 -1.3 0.0
O -5.740 5.018 -14.747 0.7 -0.9 -0.3
H -7.011 3.812 -13.922 -0.9 -0.3 0.7
O -3.907 10.238 -12.653 -0.2 -1.2 -0.6
C -4.933 10.388 -13.589 -3.0 1.7 0.0
O -5.229 9.425 -14.340 1.4 -0.8 0.3
O -5.606 11.438 -13.486 1.0 -0.1 0.0
H -3.827 9.276 -12.762 0.7 0.2 0.4
O -1.171 9.701 -14.256 0.0 -0.5 0.1
C -1.725 10.238 -15.391 -1.0 3.0 -2.8
O -2.376 9.494 -16.177 0.3 -1.8 0.9
O -1.575 11.460 -15.637 0.9 -1.0 1.3
H -1.566 8.820 -14.283 0.2 0.0 0.3
```
Forces are in eV/Å.

Calculated values
Frontier orbital gap, eV: 5.48
Total charge: -2
HOMO, eV: -1.52
DFT total energy, Eh: -817.53110
E_LUMO, eV: 3.962
Energy relative to the best compared isomer or geometry (same formula, charge and spin), eV: 1.145

Atom charges from the Mulliken analysis, given in e for atoms 1 to 4: 0.89, -0.50, 0.76, -0.68

5.
Density functional theory data (ωB97M-V with the def2-TZVPD basis set) for C3H3OP in the gas phase in a non-equilibrium geometry.

XYZ file:
```
8
Properties=species:S:1:pos:R:3:forces:R:3
C -1.007 0.262 0.503 -0.6 -3.5 1.1
C -1.063 -0.903 -0.608 0.2 -0.2 -1.9
C -0.013 -0.798 0.325 -0.5 1.3 1.1
O 1.443 -0.856 0.445 -4.5 0.4 -0.9
P -2.731 -0.204 0.164 2.4 -0.8 -0.3
H -0.742 1.228 0.484 1.3 3.5 -0.2
H -0.997 -0.859 -1.757 0.1 -0.1 1.8
H 1.526 -1.193 -0.442 1.5 -0.5 -0.8
```
Forces are in eV/Å.

Calculated values
Frontier orbital gap (spin up / spin down), eV: 7.32 / 7.32
HOMO (spin up / spin down), eV: -7.10 / -7.10
DFT total energy, Eh: -532.50562
E_LUMO (spin up / spin down), eV: 0.225 / 0.224
Energy relative to the best compared isomer or geometry (same formula, charge and spin), eV: 4.806

Atom charges from the Mulliken analysis, given in e for atoms 1 to 4: -0.34, -0.38, 0.29, -0.44

6.
Density functional theory data (ωB97M-V with the def2-TZVPD basis set) for a molecular structure, C3H3OTl in a non-equilibrium geometry.

XYZ file:
```
8
Properties=species:S:1:pos:R:3:forces:R:3
C 0.315 -0.754 -0.065 -0.2 4.0 2.6
C -0.545 -0.515 0.918 0.0 -1.0 -1.7
H -0.235 0.095 1.781 0.1 0.7 -0.1
H -1.545 -0.961 0.959 0.0 -0.4 0.6
Tl 0.737 -2.812 -0.563 0.3 -2.8 -1.2
C -0.340 2.462 -0.901 2.1 0.9 -1.6
O 0.601 2.564 -1.520 -2.3 -0.1 1.4
H 1.013 -0.078 -0.609 0.1 -1.2 0.0
```
Forces are in eV/Å.

Calculated values
Frontier orbital gap (spin up / spin down), eV: 7.38 / 4.46
Multiplicity: 2
Total charge: +3
HOMO (spin up / spin down), eV: -25.64 / -25.26
DFT total energy, Eh: -362.16344
⟨S²⟩: 0.766
E_LUMO (spin up / spin down), eV: -18.263 / -20.808

Atom charges from the Mulliken analysis, given in e for atoms 1 to 4: 0.05, -0.46, 0.41, 0.39

7.
Density functional theory data (ωB97M-V with the def2-TZVPD basis set) for C3H3P in the gas phase in a non-equilibrium geometry.

XYZ file:
```
7
Properties=species:S:1:pos:R:3:forces:R:3
C 0.449 -3.933 -1.577 -1.5 5.7 5.1
C 0.148 -2.862 -0.636 0.5 -4.3 -4.4
C -0.194 -0.072 0.107 -3.2 0.4 -1.1
P -0.968 -1.836 0.101 1.0 0.1 -0.5
H 0.052 0.183 -0.974 -0.6 0.1 1.4
H 0.683 -0.198 0.610 2.7 -0.2 1.3
H -0.834 0.711 0.746 1.2 -1.8 -1.9
```
Forces are in eV/Å.

Calculated values
Frontier orbital gap, eV: 7.14
HOMO, eV: -9.19
DFT total energy, Eh: -457.23735
E_LUMO, eV: -2.050
Energy relative to the best compared isomer or geometry (same formula, charge and spin), eV: 2.928

Atom charges from the Mulliken analysis, given in e for atoms 1 to 4: -0.13, -0.01, -0.86, 0.13

8.
Density functional theory data (ωB97M-V with the def2-TZVPD basis set) for a molecular structure, C3H4AgLi2O2 in a non-equilibrium geometry.

XYZ file:
```
12
Properties=species:S:1:pos:R:3:forces:R:3
O -0.607 -0.711 -0.348 -0.2 0.0 -0.6
C 0.301 -1.491 -0.965 -0.1 0.1 -1.1
C -0.358 0.786 -0.390 0.2 -1.6 -0.3
O 0.097 -2.715 -0.775 -0.2 -0.7 0.0
C 0.026 1.137 1.004 -2.9 2.0 0.8
Li 0.761 -3.101 -2.445 -0.1 0.7 0.9
H -1.297 1.253 -0.724 -0.5 -0.3 1.3
H 0.073 1.035 -1.365 2.0 -0.6 0.5
H -0.965 1.565 1.251 0.3 1.1 0.9
H 0.464 1.049 2.014 1.3 -0.7 -1.4
Ag 2.730 1.620 0.703 -0.3 0.1 0.0
Li -1.225 -0.428 2.041 0.6 0.1 -1.1
```
Forces are in eV/Å.

Calculated values
Frontier orbital gap (spin up / spin down), eV: 4.26 / 5.64
Multiplicity: 2
HOMO (spin up / spin down), eV: -4.96 / -6.39
DFT total energy, Eh: -429.01301
⟨S²⟩: 0.753
E_LUMO (spin up / spin down), eV: -0.708 / -0.746
Energy relative to the best compared isomer or geometry (same formula, charge and spin), eV: 0.070

Atom charges from the Mulliken analysis, given in e for atoms 1 to 4: -0.22, -0.22, 0.27, -0.67

9.
Density functional theory data (ωB97M-V with the def2-TZVPD basis set) for a molecular structure, C3H4AgMgO2 in a non-equilibrium geometry.

XYZ file:
```
11
Properties=species:S:1:pos:R:3:forces:R:3
O 0.650 0.964 -0.223 0.6 0.6 -1.6
Ag -1.793 0.357 -0.392 -0.7 -0.3 0.2
C 1.611 0.163 -0.395 -0.2 0.8 1.8
C 1.593 -1.013 0.463 -1.3 0.8 0.6
H 2.501 0.447 -0.974 -0.3 -0.1 -0.3
H 2.452 -0.988 1.151 0.0 0.1 -0.2
H 1.732 -1.904 -0.167 -0.6 -0.2 0.5
Mg 0.929 3.135 -0.751 0.0 0.0 0.0
C -4.600 -0.148 0.024 -0.3 0.1 0.0
O -5.705 -0.261 0.181 1.0 0.1 -0.1
H 0.629 -0.752 1.084 1.7 -1.9 -1.0
```
Forces are in eV/Å.

Calculated values
Frontier orbital gap (spin up / spin down), eV: 6.57 / 10.63
Multiplicity: 2
Total charge: +2
HOMO (spin up / spin down), eV: -15.82 / -20.21
DFT total energy, Eh: -613.54003
⟨S²⟩: 0.751
E_LUMO (spin up / spin down), eV: -9.255 / -9.577

Atom charges from the Mulliken analysis, given in e for atoms 1 to 4: -0.38, 0.82, 0.43, -0.83

10.
Density functional theory data (ωB97M-V with the def2-TZVPD basis set) for a molecular structure, C3H4AlLiO5 in a non-equilibrium geometry.

XYZ file:
```
14
Properties=species:S:1:pos:R:3:forces:R:3
O -2.236 -1.389 0.934 0.3 0.4 -0.2
C -1.188 -0.472 0.843 0.8 -0.3 -0.5
C -1.486 0.726 0.044 -1.2 -2.0 -0.9
O -0.673 1.622 -0.206 -0.5 0.9 0.2
H -2.779 -1.198 1.704 -0.1 -0.1 0.1
H -0.745 -0.202 1.816 0.2 -0.1 -0.2
H -2.412 0.683 -0.564 0.2 0.3 0.4
Al 0.969 1.898 0.299 -0.3 1.6 0.9
O 0.563 -0.683 -1.385 1.2 1.5 0.6
C 1.734 -0.278 -1.164 -0.8 -5.7 -3.1
O 1.949 0.727 -0.320 1.7 1.5 1.2
O 2.788 -0.853 -1.585 -0.3 1.9 1.0
Li 3.831 0.338 -0.517 0.2 -0.6 -0.5
H -0.316 -0.918 0.101 -1.5 0.8 1.0
```
Forces are in eV/Å.

Calculated values
Frontier orbital gap (spin up / spin down), eV: 8.54 / 6.73
Multiplicity: 2
Total charge: +1
HOMO (spin up / spin down), eV: -13.46 / -13.44
DFT total energy, Eh: -742.68947
⟨S²⟩: 0.751
E_LUMO (spin up / spin down), eV: -4.918 / -6.717

Atom charges from the Mulliken analysis, given in e for atoms 1 to 4: -0.49, -0.50, 0.43, -0.29

Look up the DFT total energy of the third one.
-833.63408 Eh

The lowest DFT total energy belongs to which entry?
C3H3O3Sc